1.
Molecular formula: C46H76Br30F13IN4OPS
Method: DFT, ωB97M-V with the def2-TZVPD basis set

```
173
Properties=species:S:1:pos:R:3:mulliken_charge:R:1
I -2.54444 0.36967 1.21831 0.531
Br -4.60187 8.28038 -0.38471 -0.163
Br 5.18324 -6.30918 1.61349 -0.108
Br -3.02862 4.34237 8.27872 -0.092
Br -0.54368 2.45197 11.41534 -0.140
Br -1.03237 8.49156 -1.33984 -0.084
Br -6.38035 4.01545 3.28440 -0.126
Br 6.22080 -2.30472 -1.34510 -0.107
Br 9.42730 -5.56693 2.29946 -0.111
Br 1.62538 -3.99398 1.48385 -0.126
Br 5.18689 -3.48868 3.96680 -0.165
Br 1.80603 9.74629 0.81046 -0.116
Br -6.41603 2.68221 8.00704 -0.144
Br 5.34448 9.95455 -0.24635 -0.135
Br 0.17334 -0.69166 0.82727 0.371
Br 6.49422 -16.84035 -1.39633 -0.129
Br 2.73331 -1.80906 -2.53787 -0.123
Br 8.09765 -6.42847 5.59292 -0.109
Br 3.69427 -2.48546 -7.70115 -0.152
Br -4.78182 2.48764 -11.51740 -0.137
Br -1.30775 6.10820 11.23742 -0.126
Br 0.36777 -1.41438 -8.88785 -0.146
Br 0.69565 8.47237 -5.14333 -0.089
Br -1.57626 5.37082 4.58917 -0.204
Br 6.31305 -13.65286 0.46168 -0.112
Br -1.40540 8.95976 5.66091 -0.137
Br -2.47993 8.41403 -7.03605 -0.148
Br 6.18336 -7.19689 -2.01498 -0.165
Br -6.26017 2.21419 -8.14633 -0.124
Br 7.89000 -10.43326 -1.53057 -0.121
Br -2.91493 2.72656 3.20286 -0.079
S -1.28193 -2.24795 -4.74986 -0.271
P -0.88809 1.99652 -1.04605 0.562
F -1.41226 0.38215 -5.18477 -0.346
F -0.72541 3.83126 -5.57510 -0.347
F 0.42022 1.84631 -5.65700 -0.264
F -4.70322 -4.59401 -3.52999 -0.281
F -1.64010 -4.43998 -3.07022 -0.268
F -4.34775 -2.45508 -3.83570 -0.254
F -2.89857 2.80975 -5.63649 -0.317
F -3.21946 -4.34424 -1.67277 -0.334
F -2.88682 1.90902 -3.70936 -0.107
F 1.15522 2.14359 -3.71222 -0.308
F -3.06715 4.04888 -3.91580 -0.213
F 0.53871 -0.28353 -4.45392 -0.131
F -0.56048 4.09018 -3.49243 -0.200
O -1.99948 2.95099 -1.15370 -0.541
N -1.58462 -1.51195 -3.18349 0.091
N -8.41611 -1.03547 4.54449 -0.726
N -7.77630 0.47723 2.89916 -0.401
N -6.54607 -1.57976 3.23169 -0.366
C 4.36426 -5.24719 4.14123 -0.475
C -2.18741 6.99875 3.71149 -0.305
C -4.39498 2.29597 -8.68529 0.102
C -1.17198 -0.22716 -2.91526 -0.800
C -5.27442 -2.61566 1.44463 -0.952
C -2.33467 7.07617 -1.66130 0.029
C -0.57107 7.02667 -5.41573 -0.028
C -3.11657 -2.53146 0.14890 -2.362
C -4.64294 -2.44015 0.06855 -0.389
C -5.52434 2.73639 4.46728 0.035
C -3.89750 2.99953 9.39132 -0.300
C -3.69159 7.64535 -1.97861 -0.630
C -1.14330 7.02464 -6.80693 -0.520
C 9.94609 -6.38979 4.99186 -0.576
C -1.36650 0.29598 -1.63139 2.031
C 4.04048 8.54228 -0.52762 -0.622
C 0.03762 5.14022 12.25588 -0.593
C 4.01802 -3.24423 -2.91924 -0.704
C 0.01605 1.93745 -4.36361 -0.316
C -2.22570 -2.27713 -2.25501 -0.135
C 1.56418 -1.19357 2.12939 -0.833
C 2.45601 -2.24000 1.54104 -0.041
C 3.04409 -0.70301 -8.12379 -0.614
C -4.69575 1.98738 8.61155 -0.545
C -4.09473 3.09655 4.72483 -0.294
C 1.61668 -0.52130 -7.68771 -0.031
C -1.24670 8.15093 3.90135 -0.652
C 5.68111 -15.14999 -1.90248 -0.588
C 10.18441 -5.23270 4.06129 -0.609
C 6.50177 -13.97431 -1.44687 -0.593
C 7.62566 -7.68055 -0.79649 -0.544
C 2.66670 9.08861 -0.80475 -0.446
C -2.49533 2.96955 -4.38482 0.355
C -2.44416 -1.78718 -0.96592 0.764
C -6.17603 -1.46643 1.80843 -0.658
C 0.63783 3.99600 11.48712 -0.546
C -2.00983 -0.48347 -0.67235 -1.723
C -0.93351 3.20474 -4.41045 1.220
C -7.64126 -0.74439 3.60921 0.486
C 5.24197 -6.31817 3.55904 -0.052
C 4.84691 -3.62448 -1.72527 0.114
C -4.18445 3.24650 -9.83357 -0.638
C -3.78520 -3.68559 -3.80898 -0.015
C -2.68447 -3.68175 -2.70329 0.852
C 8.60288 -8.62827 -1.43414 -0.590
C -0.53369 0.45604 -4.16931 0.652
H 10.14218 -7.34853 4.52612 0.366
H -8.00149 1.21596 3.54463 0.209
H -5.65159 1.75953 4.00978 -0.050
H 5.62091 -15.16977 -2.98760 0.358
H 9.50197 -8.70249 -0.82792 0.373
H -0.00819 6.11435 -5.23640 0.064
H -2.84734 -2.12879 1.10159 0.786
H -4.50574 3.54032 10.10749 0.390
H 2.12894 -0.28472 2.32440 0.405
H -4.85425 -1.42158 -0.23661 0.580
H -4.94823 1.14419 9.24896 0.416
H 4.88977 -7.30327 3.85625 0.426
H 6.28679 -6.20926 3.83470 -0.286
H -6.05601 2.79320 5.41464 -0.038
H 3.17535 -0.56262 -9.19054 0.439
H -5.76061 -1.21948 3.76144 0.284
H -1.49529 8.94036 3.19603 0.376
H -2.27853 -1.69900 -5.45374 0.217
H -8.14546 -1.92902 4.94165 0.276
H -1.94873 6.51939 -2.51214 -0.426
H -3.63520 8.48084 -2.66781 0.440
H 4.68211 -15.14440 -1.48205 0.382
H 3.35538 -2.36489 2.14118 0.087
H 2.67801 9.91298 -1.50872 0.378
H -2.23978 6.73534 2.65727 0.124
H -4.52253 -2.69130 2.22015 0.395
H 4.61525 -2.88796 -3.75049 0.450
H -1.66216 6.08797 -6.99974 0.205
H -5.70066 -0.50901 1.62726 0.348
H -1.33781 7.13707 -4.65579 0.072
H -8.49538 0.40961 2.19739 0.213
H -0.20863 7.86544 3.77382 0.357
H 4.26059 -3.73152 -0.82174 0.084
H -4.34325 6.87797 -2.38954 0.398
H 8.11400 -6.74291 -0.54201 0.235
H -7.08937 -1.48564 1.23181 0.334
H -0.43528 4.82083 13.17736 0.376
H -3.07938 2.50697 9.90846 0.032
H 4.40161 7.98088 -1.38581 0.366
H 3.41366 -4.08906 -3.23913 0.409
H 7.15622 -8.09417 0.08849 0.412
H -3.96014 4.14688 4.93668 0.371
H -0.45928 1.86485 0.25643 0.148
H 1.04393 -1.49845 3.03087 0.445
H -3.18551 7.20136 4.08389 0.412
H -5.85033 -3.52587 1.50934 0.310
H 10.54894 -6.29226 5.89080 0.352
H -3.36717 -3.88935 -4.77904 0.457
H 6.15621 -13.06289 -1.92985 0.255
H 7.56068 -14.10757 -1.63761 0.399
H 0.87132 4.26066 10.46216 0.364
H 4.22827 -5.39945 5.20922 0.405
H -2.76548 -3.54412 0.19043 0.773
H 4.06457 7.91447 0.35591 0.379
H -4.09309 1.28296 -8.92752 0.412
H 9.73806 -4.31258 4.42041 0.367
H -2.33974 6.43465 -0.78734 0.471
H 11.24935 -5.08499 3.90266 0.367
H -5.06969 -3.10553 -0.66062 0.447
H 0.80517 5.87717 12.47761 0.330
H -0.38629 7.18502 -7.56617 0.476
H 8.86953 -8.34013 -2.44452 0.387
H 3.69369 -0.01955 -7.58310 0.375
H -3.12427 3.44961 -9.96649 0.359
H 1.53445 3.63810 11.98625 0.342
H -4.72069 4.17973 -9.70108 0.409
H -3.85550 2.63831 -7.80870 -0.297
H 2.01370 8.30307 -1.17888 0.179
H -4.17144 1.63085 7.73181 0.290
H -3.69788 2.50948 5.54900 0.162
H 2.73049 -1.99905 0.51933 0.067
H 3.39609 -5.19051 3.65659 0.253
H 0.27060 2.38282 -1.71408 0.152
H 5.37400 -4.55542 -1.92088 -0.125
H 1.33880 0.52954 -7.71404 0.187
H 1.43874 -0.91936 -6.69548 -0.025
```

For the lowest unoccupied orbital energy, the calculation gives -4.9 eV. Its spin multiplicity is 1. The relative energy (zero: lowest compared OMol25 entry of this formula, charge and spin) comes out at 0.00 kJ/mol. The value obtained for the total energy is -2221761.3180 eV. The total charge is +1. The value obtained for the max |F| is 3.2 eV Å⁻¹.

2.
Molecular formula: CH3N2O
Method: DFT, ωB97M-V with the def2-TZVPD basis set

```
7
Properties=species:S:1:pos:R:3:mulliken_charge:R:1
O 1.28564 0.84817 -0.04754 0.021
N 2.90857 -0.09056 0.04854 0.333
N 3.99531 -0.22277 -0.00065 -0.088
C 0.27760 0.03802 0.00580 -0.358
H -0.57847 0.52370 -0.49492 0.390
H -0.26766 -0.20084 0.89936 0.356
H 0.14910 -0.86940 -0.65451 0.346
```

For the lowest unoccupied orbital energy (alpha / beta), the calculation gives -10.2 / -10.2 eV. Its spin multiplicity is 1. The relative energy (zero: lowest compared OMol25 entry of this formula, charge and spin) comes out at 468.77 kJ/mol. The value obtained for the total energy is -6099.9239 eV. The total charge is +1. The value obtained for the max |F| is 2.5 eV Å⁻¹.

3.
Molecular formula: C26H20Cl2CoF5N7O8
Method: DFT, ωB97M-V with the def2-TZVPD basis set

```
69
Properties=species:S:1:pos:R:3:mulliken_charge:R:1
Co 9.73491 11.64012 9.50307 3.147
Cl 5.85198 18.00778 9.88527 -0.275
Cl 8.57633 14.68233 13.09668 -0.235
F 16.15063 12.51542 11.11034 -0.337
F 11.35766 14.20252 9.15690 -0.315
F 14.21762 10.75490 10.89576 -0.376
F 15.83070 15.13862 10.45429 -0.333
F 13.35805 15.94707 9.38654 -0.350
O 9.19180 13.18632 10.64028 -0.897
O 5.46513 8.33289 12.59296 -0.819
O 11.52255 11.50018 7.02440 -0.165
O 7.10680 7.46681 13.90567 -0.769
O 11.72000 11.47707 9.98151 -0.514
O 8.99575 12.89573 7.87338 -0.660
O 6.90663 11.24960 9.53095 -0.500
O 5.44514 10.14660 10.71735 -0.639
N 13.52206 9.89134 4.90695 -0.608
N 9.02923 8.50146 12.38746 -0.067
N 12.08420 12.49934 6.55386 -0.574
N 9.11692 10.00537 10.81261 0.304
N 9.42571 10.17990 7.92230 -0.347
N 14.44134 14.21339 4.75143 -0.627
N 10.36701 9.10706 7.82408 -0.098
C 7.23613 16.15884 11.32228 -0.566
C 7.72847 8.81202 12.12708 0.141
C 7.78755 9.73819 11.12314 -0.032
C 13.38458 10.93477 5.32611 0.302
C 14.95975 12.95375 10.66565 0.253
C 13.88234 13.28710 5.13514 0.150
C 6.68383 10.45562 10.40792 0.061
C 12.63496 12.39047 10.03303 0.316
C 9.91890 7.98352 6.94331 1.538
C 13.14378 12.26576 5.74787 0.351
C 6.64643 8.12085 12.95312 0.655
C 13.92433 12.06861 10.51760 -0.181
C 8.79312 7.21777 7.67229 -1.526
C 6.85450 16.56447 10.04262 0.239
C 9.83705 9.22914 11.61016 0.236
C 7.20192 15.80896 8.96068 -0.955
C 12.52151 13.74454 9.66242 0.116
C 9.38440 8.57466 5.63910 -1.722
C 14.82084 14.28533 10.32303 0.475
C 8.45122 14.21398 10.40519 -0.430
C 8.00173 14.64139 9.14797 1.327
C 13.59848 14.63482 9.75804 0.042
C 8.27986 13.88077 7.97249 -0.476
C 11.31433 9.01281 11.65767 -1.049
C 8.05346 15.07815 11.49711 0.503
C 11.12941 7.13373 6.72880 -1.794
H 10.98795 6.32773 6.00521 0.374
H 6.81741 16.01470 7.92953 0.284
H 11.92352 7.73150 6.29606 0.434
H 8.43667 6.36312 7.10216 0.457
H 11.88383 9.93296 11.38732 -0.074
H 5.39534 9.37087 11.37341 0.440
H 9.12454 6.91058 8.66658 0.264
H 11.61593 8.74748 12.67312 0.448
H 7.91499 7.91649 7.80666 0.255
H 9.21694 7.87871 13.14135 0.228
H 11.46965 6.68568 7.62382 0.372
H 7.76849 14.25160 7.03948 0.060
H 9.35003 10.66957 7.03524 0.347
H 9.17719 7.75931 4.94546 0.518
H 8.51815 9.80929 8.15532 0.045
H 10.13494 9.22100 5.20657 0.337
H 11.18010 9.54135 7.42077 0.387
H 6.87663 16.70190 12.19182 0.409
H 11.70044 8.24074 10.99335 0.187
H 8.42993 9.09588 5.76776 0.306
```

For the lowest unoccupied orbital energy (alpha / beta), the calculation gives 3.8 / 3.8 eV. Its spin multiplicity is 4. The relative energy (zero: lowest compared OMol25 entry of this formula, charge and spin) comes out at 14.50 kJ/mol. The value obtained for the total energy is -130359.4004 eV. The total charge is -2. The value obtained for the max |F| is 2.8 eV Å⁻¹.

4.
Molecular formula: C42H31F55N3O6
Method: DFT, ωB97M-V with the def2-TZVPD basis set

```
137
Properties=species:S:1:pos:R:3:mulliken_charge:R:1
F 4.27264 1.18925 8.79055 -0.263
F 3.53684 -1.16091 10.16504 -0.227
F -5.17737 0.13202 -7.14009 -0.271
F 5.37430 -0.06741 7.40098 -0.298
F 5.68825 -0.77868 9.98145 -0.265
F -0.97422 -2.71348 -2.84816 -0.274
F -2.13506 6.93799 -7.75308 -0.210
F -0.36155 -1.94976 -0.53408 -0.246
F 6.57444 5.22330 8.87332 -0.303
F 2.10476 1.20956 10.40063 -0.218
F 5.49486 3.10405 6.31219 -0.225
F -0.76950 -7.50665 1.36446 -0.229
F 3.73638 0.98984 1.44246 -0.252
F -0.95130 4.75007 -3.85180 -0.309
F -2.19236 -0.82068 -0.87295 -0.217
F 7.98387 3.16524 4.83297 -0.251
F 3.00758 -1.58629 1.71516 -0.269
F 1.92817 -0.32054 3.13876 -0.167
F -3.88675 -1.71616 -8.79228 -0.248
F 1.69330 3.06680 5.37624 -0.247
F 0.54899 4.08855 3.14998 -0.308
F -2.30220 1.50347 -10.80443 -0.263
F 1.26795 -7.53224 -0.44893 -0.278
F -1.09193 7.43425 -9.61319 -0.260
F 2.75897 -9.49463 0.66583 -0.247
F -2.35200 4.31098 -7.02392 -0.251
F 1.27886 7.02444 -8.48324 -0.330
F 5.89632 4.96027 4.31485 -0.195
F -0.02077 5.25246 -8.46698 -0.249
F -4.08972 0.88339 -9.69547 -0.244
F -2.08136 -9.54146 -0.05283 -0.258
F 9.36824 4.67483 4.03746 -0.332
F 0.62473 -9.85236 1.01536 -0.224
F 3.10076 1.92557 4.15472 -0.221
F -3.62316 -1.49638 -2.93704 -0.147
F -0.08402 1.25843 10.35535 -0.284
F -0.12415 0.87843 7.73038 -0.322
F 2.62243 0.14391 -0.25518 -0.317
F -3.26360 4.03860 -5.05005 -0.294
F 5.96981 5.82979 6.87638 -0.278
F -0.97299 1.87514 -8.47019 -0.310
F 4.35855 3.95527 7.97651 -0.283
F -1.64492 -0.16767 -8.77823 -0.301
F -1.92116 -4.24024 -1.56879 -0.229
F -1.78356 6.31896 -5.10757 -0.285
F 0.87072 -0.74119 8.83242 -0.305
F 0.40954 1.92698 3.31579 -0.299
F -3.24326 -7.97431 -1.05809 -0.284
F -2.22893 -2.62174 0.37140 -0.240
F -2.95552 -7.52280 1.51938 -0.270
F 2.24052 -8.82063 -1.90341 -0.299
F -5.45289 -2.52322 -7.48803 -0.264
F -4.61316 -1.11241 -5.42536 -0.299
F 7.15061 4.42192 2.60459 -0.271
F -3.08304 -3.32806 -3.94596 -0.280
O 0.02121 5.14587 -5.78102 -0.371
O -2.69071 1.17090 -7.30089 -0.280
O 3.19443 -0.30250 7.50878 -0.387
O 0.07772 -9.05379 -1.60775 -0.412
O 7.76450 4.49828 7.17348 -0.369
O 1.83028 2.87208 1.84328 -0.394
N -4.48797 -4.75201 -2.61636 -1.074
N -5.78028 0.99930 0.13250 -0.551
N -4.48083 -3.50206 -2.17323 1.212
C 4.56902 -1.11289 9.30257 0.125
C 2.32853 3.02749 4.18115 0.429
C 6.50674 4.81951 7.58531 0.688
C 1.59379 -9.83012 0.07874 0.167
C -5.43513 -5.54608 -2.21173 -0.459
C 0.17920 6.46180 -7.90508 0.935
C -1.17576 5.12394 -5.13785 0.750
C -5.90577 -0.55677 -1.68052 -0.348
C 4.31029 -0.03966 8.23968 0.866
C 8.38609 5.14120 6.08065 -0.741
C -5.40361 -2.98301 -1.32486 0.705
C 1.56422 1.80211 0.96381 -0.861
C -0.99223 -8.14294 -1.62527 -0.825
C -2.96213 1.62126 -9.63655 0.310
C -0.97649 7.39919 -8.26979 0.064
C 1.26110 -8.76923 -0.97888 0.829
C 2.51878 0.60158 1.03122 0.888
C 0.52495 6.30551 -6.41825 -0.753
C -1.67532 -2.04598 -0.71397 0.694
C 8.19102 4.48931 4.70480 0.905
C -4.21177 -1.98423 -7.51918 0.154
C -6.04778 0.71544 -1.13808 -0.552
C -2.90168 0.04500 -6.48775 -0.863
C -3.29615 -2.76168 -2.76764 0.478
C 5.59745 3.58611 7.56708 0.388
C 7.12876 5.09051 3.77810 0.067
C 1.00904 0.53420 8.41575 0.826
C -1.95384 -2.94608 -1.96341 0.533
C 2.15420 0.64846 7.40481 -0.395
C 1.26266 2.94427 3.08164 0.775
C -6.42721 -3.84436 -0.89996 -0.416
C -1.90922 -7.30938 0.68739 0.482
C -2.02108 -8.27827 -0.49463 0.867
C 2.06913 -0.62427 1.83402 0.343
C -5.45716 -1.57557 -0.84400 0.356
C -5.38930 0.01554 0.92857 -0.489
C -5.22432 -1.29916 0.49619 -0.430
C -6.44679 -5.13437 -1.32848 -0.541
C -2.09217 4.04732 -5.73147 0.415
C -2.06237 1.08222 -8.51834 0.731
C 1.03384 1.47183 9.62600 0.127
C -4.22915 -0.69900 -6.68524 0.968
H -2.05594 -0.64464 -6.50638 0.379
H -7.21005 -5.83061 -1.01065 0.490
H 1.05692 2.51671 9.30580 0.284
H 0.52402 1.47917 1.02120 0.417
H 0.29561 7.21246 -5.85914 0.344
H -0.78792 8.41024 -7.90005 0.282
H -0.65159 -7.11084 -1.72211 0.436
H 2.53901 1.66626 7.35254 0.121
H -3.50450 -2.70684 -7.10075 0.232
H 2.94895 3.91584 4.05518 0.124
H -5.19498 0.26589 1.96385 0.405
H 9.45173 5.04497 6.28046 0.396
H -3.21028 2.66723 -9.44745 0.221
H -1.95042 -6.27311 0.33576 -0.108
H 1.72158 2.21944 -0.02956 0.437
H 4.70083 -2.08650 8.82773 0.285
H 7.33454 6.14709 3.58893 0.257
H -7.18144 -3.45212 -0.23374 0.597
H 5.98840 2.81447 8.22932 0.183
H -2.96740 0.45156 -5.47806 0.335
H -6.13447 -0.72951 -2.72314 0.555
H 1.69419 0.43661 6.44112 0.332
H -4.93028 -2.06582 1.19840 0.512
H 1.60518 6.17467 -6.39970 0.386
H 1.67913 -10.81286 -0.38771 0.262
H -1.62012 3.06636 -5.65126 0.123
H 8.15550 6.20622 6.04749 0.341
H 1.12153 -1.01274 1.45056 -0.046
H -6.39362 1.52932 -1.76201 0.448
H -5.40027 -6.55961 -2.58713 0.501
H -1.54653 -8.39004 -2.53014 0.419
```

For the lowest unoccupied orbital energy, the calculation gives -5.6 eV. Its spin multiplicity is 1. The value obtained for the total energy is -210266.4665 eV. The total charge is +1. The value obtained for the max |F| is 0.7 eV Å⁻¹.

> Which of these has the highest max |F|?

C46H76Br30F13IN4OPS

> Among the records above, which one has the lowest total charge?

C26H20Cl2CoF5N7O8

> Among the records above, which one has the highest max |F|?

C46H76Br30F13IN4OPS